This record from the Open Molecules 2025 dataset describes a single C6H12O molecule. The level of theory is ωB97M-V with the def2-TZVPD basis set.

As for the SMILES: C[C@@H]1OCC[C@@H]1C. As for the HOMO-LUMO gap: 10.52 eV. For the relative energy (zero: lowest compared OMol25 entry of this formula, charge and spin), the calculation gives 40.8 kJ/mol. The highest occupied orbital energy is -9.4 eV.

Structure (ORCA input):
```
! wB97M-V def2-TZVPD RIJCOSX def2/J DEFGRID3
* xyz 0 1
C 1.89907 -0.51625 -0.12043
C 0.78006 0.39859 -0.61142
O 0.80921 1.62201 0.11737
C -0.37395 1.81181 0.88230
C -1.18496 0.51557 0.79650
C -0.66649 -0.12739 -0.49827
C -0.81552 -1.64306 -0.57028
H 1.70466 -0.92977 0.87555
H 2.06148 -1.34638 -0.81787
H 2.82622 0.06392 -0.06960
H 0.98141 0.62686 -1.66704
H -0.08629 2.06103 1.91090
H -0.93444 2.66644 0.47690
H -1.00264 -0.12976 1.66506
H -2.26300 0.70702 0.75036
H -1.22296 0.32217 -1.33108
H -1.87077 -1.92646 -0.63945
H -0.30283 -2.05995 -1.44559
H -0.39556 -2.12323 0.32110
*
```

This record from the Open Molecules 2025 dataset describes C40H58N2O36S6 as an isolated structure in a non-equilibrium geometry. The level of theory is ωB97M-V with the def2-TZVPD basis set.

As for the HOMO-LUMO gap: 7.97 eV. The highest occupied orbital energy is -9.6 eV.

Structure (ORCA input):
```
! wB97M-V def2-TZVPD RIJCOSX def2/J DEFGRID3
* xyz 0 1
C -0.45863 -0.17173 -4.52627
C -0.64866 -1.25323 -3.44716
O -1.24062 -2.38794 -4.10840
S -1.83998 -1.94639 -5.52224
O -3.14699 -1.42402 -5.34476
O -1.60908 -2.97288 -6.45664
O -0.78916 -0.77748 -5.76180
H 0.57218 0.17722 -4.55389
H -1.06187 0.70718 -4.29777
H -1.32323 -0.87695 -2.67664
H 0.25375 -1.66126 -3.00280
C -2.32117 4.18466 -0.96542
C -2.64237 3.68401 0.43028
O -1.63064 4.26998 1.28841
S -0.66755 5.22648 0.45574
O 0.43130 4.43381 0.04106
O -0.45533 6.44717 1.12172
O -1.66554 5.43838 -0.77467
H -3.25290 4.34972 -1.50789
H -1.72082 3.52131 -1.58942
H -2.59951 2.60485 0.51578
H -3.58326 4.06772 0.81983
C 0.89223 3.59420 3.39983
C 0.13004 2.44873 4.07226
O 1.10349 1.65325 4.72769
S 2.43515 2.47570 5.03706
O 3.55570 1.78482 4.53220
O 2.39835 2.86112 6.39917
O 2.11282 3.74297 4.13027
H 0.26194 4.47941 3.41513
H 1.17216 3.33964 2.37679
H -0.44614 1.90974 3.32796
H -0.53565 2.86032 4.83255
C 6.85093 -0.04697 -3.40008
C 7.09362 1.19366 -2.49772
O 5.81605 1.50373 -1.92849
S 4.68711 1.00830 -2.94264
O 4.74113 1.90458 -4.04242
O 3.47057 0.77632 -2.27330
O 5.45103 -0.34059 -3.32155
H 7.40205 -0.89448 -3.00617
H 7.10347 0.15473 -4.43797
H 7.48000 2.04979 -3.04464
H 7.73229 0.94215 -1.65573
C -0.99219 0.31335 1.02029
C 0.03121 -0.76857 0.75942
O 0.65534 -0.33396 -0.44995
S 0.93968 1.22993 -0.31151
O 0.77856 1.91081 -1.53605
O 2.15760 1.44000 0.37715
O -0.33205 1.52243 0.63778
H -1.29396 0.29986 2.07064
H -1.91547 0.18091 0.45043
H -0.42008 -1.74589 0.58463
H 0.73531 -0.94023 1.57708
C 0.48106 -2.34725 3.99390
C 0.81437 -3.54861 4.90338
O 2.21185 -3.40874 5.16892
S 2.54060 -1.86220 5.29387
O 3.89292 -1.64420 4.98747
O 1.99436 -1.32330 6.48237
O 1.59333 -1.46179 4.06020
H -0.41486 -1.83813 4.35796
H 0.29067 -2.62840 2.96002
H 0.73939 -4.52274 4.42596
H 0.21039 -3.56573 5.80957
C -3.58209 -2.95839 -1.71517
C -3.82687 -3.84786 -2.75206
C -3.01586 -4.95848 -2.93093
C -2.03934 -5.21787 -1.98765
C -1.85302 -4.41025 -0.88579
C -2.63825 -3.27002 -0.74679
N -1.22585 -6.42843 -2.14568
O -1.45290 -7.13122 -3.10719
O -0.36723 -6.66154 -1.31326
H -4.21786 -2.08522 -1.64330
H -4.55310 -3.58001 -3.50871
H -3.20572 -5.65769 -3.73057
H -1.10076 -4.63054 -0.14150
H -2.52905 -2.68147 0.15563
C -7.77672 1.81102 2.45027
C -7.27094 0.54166 2.68652
C -5.93136 0.39600 3.01141
C -5.14156 1.51596 3.16797
C -5.67653 2.77898 3.03960
C -6.99341 2.94122 2.63674
N -3.71912 1.35756 3.46215
O -3.06523 2.36870 3.63364
O -3.27007 0.23375 3.48387
H -8.82962 1.92041 2.21463
H -7.87835 -0.34184 2.54534
H -5.43218 -0.55619 3.13855
H -5.08107 3.66881 3.19920
H -7.38325 3.93486 2.47651
O 3.34685 -3.70778 -5.10632
C 2.95372 -3.72315 -3.97683
O 3.38796 -2.82103 -3.05731
C 2.58859 -2.90126 -1.85658
C 1.57215 -4.04069 -2.04078
C 2.00571 -4.72935 -3.34473
H 2.09730 -1.93706 -1.73924
H 3.26723 -3.11609 -1.03652
H 0.55952 -3.66235 -2.17461
H 1.61905 -4.66596 -1.15259
H 1.16159 -4.85845 -4.01489
H 2.57217 -5.63795 -3.15720
O 3.01881 -3.22322 1.58554
C 3.87733 -2.38030 1.61507
O 5.06100 -2.64999 2.19276
C 5.95553 -1.53228 2.08173
C 5.43008 -0.71839 0.86568
C 3.96008 -1.05198 0.89624
H 6.93060 -1.95054 1.84391
H 5.96940 -0.96623 3.01126
H 5.99528 -1.09662 0.01270
H 5.71304 0.31640 1.04968
H 3.36616 -0.90046 0.00295
H 3.46446 -0.38921 1.62745
O -4.20734 0.93060 0.02207
C -5.07726 0.14082 -0.21881
O -4.99844 -1.14635 0.18268
C -6.19611 -1.85399 -0.14170
C -6.90863 -0.99136 -1.20896
C -6.38610 0.40328 -0.92504
H -6.82268 -2.01361 0.73806
H -5.94944 -2.83122 -0.55018
H -7.99256 -1.07745 -1.23970
H -6.57563 -1.40188 -2.16605
H -6.99302 0.94636 -0.19712
H -6.22702 1.03607 -1.79337
O 3.05841 7.68113 -1.02986
C 3.26997 6.51111 -1.14016
O 2.69039 5.76203 -2.09038
C 2.94445 4.36122 -1.93317
C 4.05293 4.23430 -0.82463
C 4.18642 5.66615 -0.30024
H 3.32470 3.94650 -2.86356
H 2.03963 3.85059 -1.63408
H 4.91533 3.83227 -1.35095
H 3.76434 3.53446 -0.04482
H 5.20841 6.04015 -0.30921
H 3.85668 5.73156 0.73770
*
```

This record from the Open Molecules 2025 dataset describes C24H29BeCl2N4O2S5 as an isolated structure. The level of theory is ωB97M-V with the def2-TZVPD basis set.

As for the HOMO-LUMO gap: 7.04 eV. For the relative energy (zero: lowest compared OMol25 entry of this formula, charge and spin), the calculation gives 27.5 kJ/mol. The highest occupied orbital energy is -10.1 eV.

Structure (ORCA input):
```
! wB97M-V def2-TZVPD RIJCOSX def2/J DEFGRID3
* xyz 1 1
Be -1.26980 0.64411 0.98655
N 2.08974 3.13392 2.72327
C 1.38550 1.85593 2.36283
C 2.24632 1.01459 1.44091
C 1.49659 -0.26246 1.06499
N 0.28058 0.04000 0.26914
C 1.09474 -1.03242 2.32089
C 0.25312 -0.19735 3.28381
N -1.09121 0.02799 2.69257
C 0.95107 1.12488 3.61920
H 2.48250 3.57813 1.88235
H 2.84159 2.98820 3.39813
H 1.40427 3.82357 3.09785
H 0.49389 2.18455 1.84029
H 3.17932 0.72694 1.93680
H 2.50757 1.57474 0.53723
H 2.16006 -0.88516 0.46031
H -0.09407 -0.85330 -0.06625
H 0.52821 0.51353 -0.60008
H 1.99684 -1.35994 2.84199
H 0.55352 -1.94058 2.04066
H 0.14380 -0.74934 4.21988
H -1.65354 0.60073 3.31838
H -1.57928 -0.86526 2.62297
H 1.82082 0.88612 4.24111
H 0.28762 1.76147 4.21113
C 0.45420 6.90988 2.61737
S -0.22628 5.23315 2.59511
C 0.10079 4.74461 0.92863
C -0.50903 3.67493 0.37633
S -1.73426 2.72415 1.17362
S 0.11005 3.20315 -1.19243
C 1.45145 4.31043 -1.28286
S 2.57149 4.30542 -2.45533
S 1.43722 5.45858 0.04205
H 0.22848 7.30676 3.60477
H -0.04765 7.51838 1.86928
H 1.53127 6.93114 2.46498
Cl -1.32084 -4.76274 0.30960
C -0.97376 -5.28106 -1.31397
C -0.49624 -6.56244 -1.52118
C -0.19391 -6.97148 -2.80886
C -0.39014 -6.11223 -3.87691
C -0.89789 -4.84358 -3.65498
Cl -1.21678 -3.82009 -5.01297
C -1.18759 -4.38479 -2.36552
N -1.71705 -3.10774 -2.13864
C -1.01157 -1.94635 -2.44312
C 0.34096 -1.99202 -2.80311
C 1.03252 -0.83626 -3.13172
C 0.39486 0.39640 -3.10757
C -0.93830 0.44841 -2.72158
C -1.65323 -0.68987 -2.37128
C -3.06709 -0.54099 -1.85645
C -3.08506 -0.96548 -0.38889
O -3.65017 -1.97254 -0.01239
O -2.33849 -0.24905 0.39656
H -0.35647 -7.22079 -0.67590
H 0.18868 -7.96760 -2.98211
H -0.17738 -6.42246 -4.88999
H -2.39913 -3.04675 -1.38985
H 0.84457 -2.94946 -2.84205
H 2.07113 -0.90760 -3.42928
H 0.91506 1.29795 -3.40826
H -1.46073 1.39858 -2.71319
H -3.78878 -1.15211 -2.39670
H -3.34472 0.50996 -1.93816
*
```